No. 1
17
Properties=species:S:1:pos:R:3 method="wB97M-V/def2-TZVPD" largest_force_ha_per_bohr=0.0178 homo_ev=-9.85
N -1.92 -0.49 0.85
C 1.35 -1.06 -0.48
H -2.36 2.57 1.19
H -1.35 1.49 2.31
O -1.67 0.92 -0.89
C 2.45 -0.82 -1.51
H -1.77 -0.72 1.82
H 2.07 -0.19 -2.30
H 3.34 -0.34 -1.10
H 2.76 -1.75 -1.99
H 1.32 -0.27 0.27
H 1.39 -2.04 0.00
H -0.64 2.39 0.96
H 0.39 -1.01 -1.00
C -1.53 1.86 1.30
H -2.10 -1.26 0.23
C -1.73 0.74 0.31

No. 2
20
Properties=species:S:1:pos:R:3 method="wB97M-V/def2-TZVPD" largest_force_ha_per_bohr=0.1271 homo_ev=-8.81
H -2.22 2.29 0.61
C 2.32 1.50 0.02
H -5.12 -0.94 -0.40
C 0.90 1.82 0.10
H -0.93 -2.13 -0.25
O 4.69 -0.89 -0.29
C 0.27 0.56 -0.05
N -3.62 0.85 -0.05
C -1.62 -1.21 -0.06
C -3.04 -1.51 0.01
O 1.21 -0.43 0.18
C -4.02 -0.54 -0.03
C -2.31 1.11 0.05
H 3.21 2.22 -0.47
C 3.50 -1.08 0.20
H -3.28 -2.56 0.36
H 3.09 -2.04 0.62
H 0.33 2.77 -0.27
C 2.45 0.12 0.08
C -1.28 0.08 -0.14

No. 3
45
Properties=species:S:1:pos:R:3 method="wB97M-V/def2-TZVPD" largest_force_ha_per_bohr=0.0031 spin_multiplicity=5 s_squared=6.0150 homo_ev="-7.63 / -7.75"
N -0.08 -1.70 -0.22
H 5.73 0.33 0.48
H 0.90 5.54 0.96
H 2.99 3.31 0.86
C -1.04 0.92 1.71
C -2.17 -2.15 -0.89
H 2.65 5.78 1.00
H -3.02 0.11 1.57
C 2.14 3.95 -0.98
S -2.34 -0.63 -1.76
C -0.30 2.79 0.33
C 1.85 5.08 1.25
C 0.23 0.91 2.30
C 1.02 -2.14 0.27
N -1.14 -2.58 -0.23
C 2.47 -0.17 -0.37
C -1.28 1.88 0.72
H -3.97 -2.77 -1.59
H -2.33 0.07 3.20
C 2.27 -1.40 0.31
N -3.27 -2.95 -0.89
H -1.80 -1.08 1.97
H -0.53 3.52 -0.44
H 2.20 3.00 -1.50
H 3.16 -2.91 1.53
C 2.04 3.75 0.53
C 3.33 -1.97 1.03
C 0.96 2.77 0.92
H 1.02 -3.15 0.67
H 3.90 1.35 -0.82
C 4.56 -1.36 1.11
C 1.20 1.83 1.91
C 4.76 -0.16 0.44
Fe -0.33 0.21 -0.96
H 2.18 1.78 2.37
O 1.54 0.44 -1.07
H -3.14 -3.90 -0.58
C 3.75 0.42 -0.29
C -2.11 -0.05 2.14
H 1.27 4.50 -1.37
H 1.83 4.95 2.33
H -2.28 1.92 0.28
H 5.36 -1.82 1.68
H 0.46 0.18 3.06
H 3.02 4.54 -1.22

No. 4
24
Properties=species:S:1:pos:R:3 method="wB97M-V/def2-TZVPD" largest_force_ha_per_bohr=0.0401 spin_multiplicity=2 s_squared=0.7505 homo_ev="0.94 / -5.49" charge=-1
C 0.20 -0.58 1.45
H 1.61 2.64 -1.36
H -2.55 0.71 0.96
H -1.46 -1.79 0.86
H 0.53 -2.88 -0.03
C 1.30 0.35 0.95
H 2.06 -0.23 0.40
O -3.50 0.54 1.01
O 0.37 -0.47 -2.38
H 1.09 -0.48 -3.02
H -3.54 -0.43 0.96
H 2.80 1.96 -0.29
H 0.22 1.04 -0.64
H 0.54 -1.13 -1.67
H -0.50 -2.52 -1.24
H -0.46 -0.03 2.13
H -1.16 -0.49 -0.19
N 0.78 1.41 0.12
H 1.80 3.27 0.30
C -0.62 -1.25 0.38
H 0.72 -1.29 2.10
H 1.78 0.79 1.83
C 1.77 2.36 -0.32
N 0.12 -2.08 -0.53

No. 5
37
Properties=species:S:1:pos:R:3 method="wB97M-V/def2-TZVPD" largest_force_ha_per_bohr=0.0743 homo_ev=-10.96
O -3.14 0.69 -1.89
H 1.06 0.66 -2.52
H -0.22 4.12 -1.13
H -2.29 -0.93 2.16
Hg 0.19 -0.68 -0.09
H 2.13 -0.43 -2.70
O 1.39 -0.16 -2.15
O 2.27 1.39 3.15
H -1.58 1.63 0.33
H 0.20 4.87 0.36
S -2.17 -0.08 -2.56
O 4.16 -1.35 1.80
F 0.24 0.17 3.17
O 3.90 0.74 0.60
H 1.12 -3.61 -0.19
O -3.72 -2.21 -1.29
O -2.32 -0.47 -3.91
O -1.81 -1.39 1.47
H -0.32 2.93 1.70
H 0.46 -3.58 1.19
N -1.42 -1.19 -1.58
S -2.41 -2.46 -1.76
O 0.66 -3.03 0.42
F -1.80 -3.38 -0.61
O 2.22 -0.96 3.80
O -2.20 -3.22 -2.93
S 1.81 0.07 2.92
S 3.36 -0.50 1.01
H 1.03 2.59 0.71
H -2.20 -2.27 1.43
F 3.15 -1.34 -0.33
H -1.46 4.34 0.04
O -0.66 1.64 0.05
N 1.76 -0.39 1.39
F -0.93 0.94 -2.63
C -0.04 2.79 0.65
C -0.41 4.06 -0.06